1.
The following is a DFT calculation (wB97M-V/def2-TZVPD) of C47H34As2N8O7S4W as an isolated structure.

- ΔE to the lowest compared entry with this formula, charge and spin (kJ/mol) = 15.5
- frontier orbital gap (alpha / beta) (eV) = 6.534 / 6.556

Geometry as XYZ:
```
103
Properties=species:S:1:pos:R:3:mulliken_charge:R:1
W -0.596 -0.982 0.589 0.61
As -0.054 1.748 0.305 2.32
As 2.808 0.197 -1.599 0.03
S 2.407 0.023 4.231 -0.38
S -1.329 -2.838 -0.798 -0.45
S -2.190 0.086 -0.852 0.59
S -3.906 -0.498 3.908 -0.31
O -0.676 -2.848 5.728 -0.64
O 1.148 -1.900 0.080 0.78
O 4.520 -5.606 3.738 -0.61
O 2.837 -3.301 -0.207 -0.68
O 3.319 -5.769 5.517 -0.64
O -1.982 -3.445 4.120 -0.62
O -0.590 -2.512 1.978 -0.79
N -0.883 -3.292 4.609 1.24
N 0.678 -0.215 2.347 1.02
N -5.748 -4.720 -4.690 -0.53
N -3.989 -1.456 1.408 -0.30
N -6.817 -0.813 -4.827 -0.53
N 3.488 -5.446 4.357 1.03
N -1.973 -0.522 2.226 1.31
N 2.942 -0.397 1.651 0.52
C -2.353 -0.008 4.455 0.15
C 6.477 1.047 -3.423 -0.74
C 0.295 -3.652 3.814 -0.51
C -5.182 -3.936 -4.069 -0.36
C -0.604 0.958 -4.032 -1.09
C -2.137 3.237 -1.143 -0.05
C -2.747 3.089 3.225 -0.86
C 0.097 3.897 -1.672 -0.88
C 4.137 0.692 -2.940 0.43
C -4.157 -0.667 -2.591 -1.33
C -3.419 -3.355 -2.493 -0.89
C 0.000 3.213 2.851 -0.57
C 1.817 2.352 0.386 -2.07
C 2.795 1.993 -0.746 -1.89
C -1.463 -0.100 3.453 -0.87
C 0.577 1.155 -3.329 0.34
C -0.795 2.574 1.905 0.95
C 3.827 1.037 -4.252 -0.26
C 1.180 0.099 -2.658 0.36
C 1.892 -2.912 0.446 0.45
C -0.392 4.875 -2.528 -0.73
C 6.160 1.398 -4.727 -0.45
C -2.171 2.506 2.108 -0.45
C -4.848 -1.598 -3.348 0.37
C -1.756 5.031 -2.700 -0.74
C -4.473 -2.955 -3.294 0.65
C -1.949 3.726 4.166 -0.73
C 2.425 -4.672 3.713 -0.85
C -2.627 4.213 -1.996 -1.24
C 1.984 -0.249 2.574 -0.62
C -3.101 -1.075 -1.783 -0.63
C -1.176 -0.306 -4.083 -0.87
C -3.240 -0.870 2.359 0.20
C 1.603 -3.475 1.804 0.74
C 5.470 0.689 -2.539 -0.43
C 4.836 1.387 -5.141 -0.77
C -2.719 -2.415 -1.729 0.51
C -0.764 3.050 -0.984 1.68
C -0.563 -1.373 -3.439 -0.91
C 0.736 0.148 4.639 -0.45
C 0.610 -1.172 -2.722 -1.26
C 1.290 -4.359 4.441 -0.41
C 0.395 -3.191 2.475 0.58
C -0.576 3.781 3.981 -0.94
C -0.019 0.003 3.538 -0.39
C -5.938 -1.165 -4.177 -0.34
C 2.587 -4.234 2.412 -0.50
H -3.819 3.031 3.367 0.48
H 7.510 1.039 -3.097 0.39
H 3.801 1.975 -0.317 0.62
H -3.134 -4.398 -2.463 0.60
H -2.843 2.617 -0.613 0.37
H 4.584 1.648 -6.161 0.40
H 3.488 -4.461 1.860 0.68
H 1.163 3.813 -1.557 0.17
H 0.053 4.273 4.712 0.47
H -2.799 1.967 1.408 0.08
H -4.842 -1.905 1.698 0.31
H 1.192 -4.662 5.473 0.62
H 6.944 1.670 -5.423 0.37
H -2.140 5.792 -3.368 0.41
H 0.304 5.515 -3.056 0.45
H -1.072 1.792 -4.540 0.44
H 2.799 1.022 -4.591 0.38
H -2.397 4.177 5.042 0.42
H 2.206 1.981 1.329 1.08
H -4.437 0.377 -2.636 0.65
H -2.183 0.275 5.479 0.49
H -2.097 -0.461 -4.632 0.58
H 1.074 3.271 2.725 0.36
H -1.007 -2.360 -3.475 1.02
H 1.753 3.438 0.477 0.85
H 0.412 0.254 5.660 0.53
H -3.697 4.333 -2.107 0.47
H 1.027 2.137 -3.322 0.88
H 1.059 -1.995 -2.178 0.52
H 5.730 0.387 -1.530 0.33
H 3.879 -0.612 1.947 0.22
H 2.830 2.757 -1.521 0.91
H -3.469 -1.924 0.679 -0.15
H 2.692 -0.668 0.703 -0.69
```

=====

2.
The following is a DFT calculation (wB97M-V/def2-TZVPD) of C47H34Br3N8O7STi as an isolated structure.

- total charge = +1
- ΔE to the lowest compared entry with this formula, charge and spin (kJ/mol) = 88.7
- frontier orbital gap (eV) = 3.986

Geometry as XYZ:
```
101
Properties=species:S:1:pos:R:3:mulliken_charge:R:1
Br 0.777 -7.030 -3.363 -0.08
Br -3.442 -0.251 -3.580 -0.05
Br 0.903 -5.638 4.158 -0.09
Ti 0.423 -0.586 -0.752 -0.55
S 1.827 3.602 6.809 1.31
O -0.931 0.177 -2.002 -0.17
O 0.636 2.985 7.378 -0.73
O 1.556 4.718 5.913 -0.68
O -6.128 0.736 3.108 -0.60
O 2.934 3.800 7.721 -0.68
O -6.501 -0.507 1.393 -0.62
O 0.982 -0.229 -2.856 -0.71
N 1.294 1.491 -0.916 0.63
N -5.772 0.109 2.143 1.05
N 3.314 -0.146 2.432 -0.09
N 0.429 -2.251 1.006 1.07
N 2.395 -0.892 -0.539 1.78
N 0.562 -2.714 -1.636 1.42
N -1.697 -1.391 -0.303 1.34
N -0.265 0.462 0.989 2.42
C -2.083 0.352 -4.750 0.42
C 0.583 -3.791 -0.826 0.71
C 3.199 0.163 -0.944 -0.28
C -3.702 -2.607 -0.699 -1.48
C 0.679 -2.941 -2.954 -0.94
C -0.546 3.056 -1.711 0.04
C -1.603 3.618 -3.804 -0.61
C 0.476 -2.968 3.301 -0.94
C 3.127 0.584 3.631 0.20
C -1.592 0.369 1.281 -1.18
C 4.536 -1.602 -0.728 -1.23
C 0.494 1.270 1.730 -1.02
C -0.189 1.164 -6.629 -0.80
C -1.799 2.994 -1.111 0.38
C -0.456 3.385 -3.057 -0.05
C -3.588 1.042 2.492 -0.90
C -0.024 2.088 2.744 -2.06
C -4.397 -1.841 0.196 -0.75
C 0.353 -2.006 2.316 -0.80
C 1.595 1.287 5.356 -0.75
C 0.632 -5.087 -1.316 -0.85
C 0.205 0.797 -5.357 -0.64
C -0.736 0.408 -4.399 0.02
C -2.480 0.706 -6.029 -0.70
C 1.946 0.414 4.340 0.24
C -0.210 0.120 -3.060 1.30
C 0.716 -4.564 1.549 -0.81
C 0.703 2.850 -0.900 -1.70
C 3.249 -1.961 -0.418 -0.69
C 3.639 2.468 5.025 -0.72
C 0.681 -4.277 2.906 -1.07
C -2.368 -0.624 0.592 -0.28
C -2.184 1.179 2.246 1.28
C -1.538 1.122 -6.958 -0.71
C -2.849 3.524 -3.203 -0.68
C 0.713 -5.297 -2.683 -0.82
C 2.564 1.423 -1.091 -0.54
C 0.757 -4.199 -3.519 -0.74
C 2.409 2.357 5.671 -0.16
C -2.353 -2.335 -0.942 -0.39
C -4.314 0.122 1.830 -0.63
C -3.736 -0.789 0.865 1.14
C -1.372 2.069 2.978 -0.62
C 4.009 1.588 4.022 -0.90
C -2.947 3.218 -1.852 -0.81
C 0.576 -3.533 0.634 0.99
C 4.507 -0.228 -1.073 -0.90
H 5.337 0.397 -1.359 0.59
H -1.871 2.791 -0.049 0.34
H -5.440 -2.030 0.382 0.64
H 0.211 -0.981 2.613 0.57
H -3.745 3.714 -3.781 0.43
H 0.865 -5.584 1.235 0.58
H 4.263 -0.338 2.146 0.34
H 0.666 1.183 5.902 0.57
H 0.608 -5.936 -0.653 0.64
H -1.864 1.405 -7.950 0.43
H 2.772 -0.999 2.456 -0.01
H -3.526 0.652 -6.297 0.49
H 4.291 3.287 5.302 0.44
H -4.186 -3.409 -1.235 0.51
H -3.918 3.172 -1.377 0.47
H 0.655 2.700 3.324 0.95
H 1.479 3.538 -1.247 0.85
H 1.559 1.243 1.532 0.76
H 5.397 -2.248 -0.695 0.50
H 1.278 -0.403 4.093 0.24
H 1.248 0.827 -5.073 0.51
H -4.072 1.684 3.216 0.68
H 0.518 3.474 -3.526 0.42
H 0.544 1.479 -7.358 0.46
H 0.501 3.115 0.140 0.14
H 0.847 -4.299 -4.590 0.55
H 0.716 -2.077 -3.593 0.54
H -1.812 -2.901 -1.687 0.50
H 3.153 2.313 -1.303 0.65
H -1.522 3.881 -4.850 0.46
H -1.811 2.705 3.737 0.72
H 2.906 -2.927 -0.086 0.50
H 4.944 1.723 3.492 0.40
H 0.431 -2.682 4.342 0.62
```

=====

3.
The following is a DFT calculation (wB97M-V/def2-TZVPD) of C47H37BrCl4HgN6O3PS as an isolated structure.

- spin multiplicity = 2
- total charge = -2
- ΔE to the lowest compared entry with this formula, charge and spin (kJ/mol) = 103.7
- frontier orbital gap (alpha / beta) (eV) = 3.842 / 5.942

Geometry as XYZ:
```
101
Properties=species:S:1:pos:R:3:mulliken_charge:R:1
Hg 0.607 -0.483 -0.281 3.45
Br -1.832 6.894 -0.544 -0.31
Cl 1.149 -5.533 -1.022 -0.27
Cl 3.824 -6.300 -2.523 -0.27
Cl 5.599 -4.026 -3.765 -0.26
Cl 4.732 -1.014 -3.411 -0.24
S 2.419 3.369 -2.162 -0.33
P -2.059 -1.379 1.284 1.48
O 2.257 -0.656 -1.881 -0.43
O 0.647 -2.681 -0.878 -0.80
O -1.143 0.915 -0.270 -0.64
N 1.963 1.277 -3.713 -0.25
N -2.317 -1.855 -6.494 -0.54
N 1.491 1.440 0.927 1.04
N 0.761 3.100 -4.299 0.15
N 2.308 -1.166 1.314 0.89
N -1.085 -0.768 -2.637 0.53
C -3.385 -2.677 1.450 -1.59
C 2.607 -1.907 -2.041 -0.88
C -3.686 1.383 3.961 -0.61
C -3.001 -0.020 2.110 0.39
C 0.143 4.361 -4.340 0.51
C 4.409 -0.443 2.258 1.17
C 4.148 -3.630 -2.892 0.42
C 5.235 0.618 2.711 -1.01
C -1.980 -2.394 -4.151 -0.88
C 0.172 -3.658 3.918 -0.68
C 3.136 -0.165 1.682 -0.24
C -2.970 0.295 3.469 -0.41
C -1.501 -0.192 -4.926 -1.12
C 1.691 2.560 -3.422 0.27
C 1.756 -2.965 -1.500 -0.80
C 2.678 -2.423 1.457 -0.54
C 0.980 2.671 0.879 -1.28
C -1.097 0.111 -3.634 -1.08
C -3.794 0.762 1.268 -0.45
C -2.406 4.177 -1.238 -0.14
C -0.260 4.835 -5.590 -0.57
C -1.174 2.210 -0.409 -0.30
C -1.227 6.790 -4.579 -0.76
C -0.469 4.481 0.169 -0.63
C -1.538 4.996 -0.535 -0.84
C -2.206 2.799 -1.167 -0.24
C 3.759 -2.285 -2.731 0.34
C -0.066 -0.990 3.217 -0.47
C -0.783 -3.267 2.986 -0.90
C 3.932 -2.786 1.955 -1.55
C -0.221 3.093 0.219 0.79
C 3.566 2.222 1.983 -1.07
C 3.360 -4.631 -2.359 0.24
C 2.178 -4.286 -1.680 0.56
C -4.497 1.855 1.754 -0.32
C -0.149 5.116 -3.202 -0.03
C 1.006 -2.715 4.505 -0.52
C -4.441 2.172 3.105 -0.61
C 4.791 -1.795 2.355 -0.91
C -0.938 6.039 -5.709 -0.43
C 2.692 1.215 1.515 0.17
C -1.532 -1.995 -2.900 -0.71
C -0.827 6.319 -3.334 -0.34
C 4.796 1.916 2.567 -0.82
C -1.950 -1.482 -5.202 1.06
C -0.931 -1.924 2.636 0.49
C 0.884 -1.378 4.150 -0.73
H -2.874 2.128 -1.699 0.34
H -3.064 -3.605 0.972 0.46
H -1.771 7.724 -4.664 0.39
H -4.266 -2.310 0.921 0.45
H -3.817 0.525 0.209 0.04
H 2.350 0.653 -2.979 -0.02
H 0.141 4.747 -2.230 0.20
H -2.383 -0.303 4.151 0.36
H 4.201 -3.834 2.014 0.51
H -2.333 -3.408 -4.312 0.29
H 5.773 -2.034 2.752 0.37
H -1.401 -4.022 2.514 0.26
H -4.973 3.037 3.487 0.35
H 1.946 -3.173 1.175 0.72
H 6.202 0.395 3.148 0.34
H 3.306 3.262 1.860 0.32
H -0.124 0.051 2.912 0.51
H 1.346 0.789 -4.346 0.23
H -2.590 -1.110 -7.109 0.22
H 0.614 2.549 -5.126 0.23
H -3.642 1.615 5.020 0.39
H -1.240 6.387 -6.690 0.34
H 1.765 -3.025 5.213 0.37
H -3.218 4.595 -1.818 0.39
H -0.794 1.122 -3.371 1.17
H 5.429 2.731 2.904 0.36
H 0.221 5.150 0.672 0.33
H 0.268 -4.706 4.180 0.37
H -0.033 4.248 -6.475 0.33
H -1.066 6.882 -2.439 0.15
H -1.474 0.562 -5.708 0.34
H -1.513 -2.689 -2.065 0.44
H 1.560 -0.639 4.568 0.33
H -3.649 -2.868 2.493 0.45
H -5.067 2.478 1.074 0.37
H -2.894 -2.675 -6.564 0.21
H 1.520 3.487 1.356 -0.04
```

=====

4.
The following is a DFT calculation (wB97M-V/def2-TZVPD) of C47H39ClNO5P2PtS5 as an isolated structure.

- total charge = +1
- ΔE to the lowest compared entry with this formula, charge and spin (kJ/mol) = 397.1
- frontier orbital gap (eV) = 3.941

Geometry as XYZ:
```
101
Properties=species:S:1:pos:R:3:mulliken_charge:R:1
Pt 0.136 0.357 1.307 1.20
Cl 2.660 1.811 0.233 2.22
S 2.778 -3.806 4.027 -0.10
S -3.611 2.115 3.595 -0.26
S 4.040 -1.705 1.413 0.06
S -1.460 0.239 2.872 -0.64
S 0.836 -1.021 5.691 -0.14
P -1.057 0.429 -2.046 1.22
P 1.023 -0.628 -3.040 1.64
O 1.816 0.564 -0.072 -1.36
O 2.128 2.413 1.439 -0.68
O 1.011 -1.187 1.829 -0.36
O 4.013 1.389 0.385 -0.62
O 2.491 2.698 -0.897 -0.70
N -2.931 1.700 1.117 0.26
C 0.998 -2.675 -1.260 -0.91
C 4.783 0.811 -3.397 -0.77
C 3.604 -1.674 -2.916 -0.21
C -0.700 0.623 -4.827 -0.63
C -1.482 4.504 -2.421 -1.04
C 0.529 0.534 6.318 -0.57
C 1.319 -0.397 4.170 -1.24
C -6.012 4.468 1.363 -0.48
C 0.594 -3.891 -0.731 -0.59
C 0.346 -3.416 3.410 -0.15
C -0.682 2.709 -0.508 0.63
C 1.255 0.965 4.164 -0.20
C -3.663 -0.249 -1.393 -0.49
C 0.423 -4.760 3.874 -0.83
C 0.785 1.505 5.397 -0.99
C -4.497 3.208 -0.046 0.29
C 4.155 -0.376 3.570 -0.34
C 3.255 -1.027 2.782 -0.33
C -5.496 3.902 2.509 -0.72
C -0.357 -3.075 -3.223 -0.81
C -0.988 4.963 -1.207 -0.87
C 1.688 -5.097 4.247 -0.67
C 1.783 -1.311 3.040 3.58
C -1.941 -1.483 -0.227 0.40
C -2.660 1.356 2.341 0.14
C -3.953 2.624 1.107 -0.67
C 5.572 -0.319 -3.211 -0.55
C -0.764 -4.288 -2.684 -0.97
C -1.141 2.212 -1.720 1.83
C -2.313 -0.485 -1.121 1.65
C 3.405 0.707 -3.344 -0.58
C -4.460 2.976 2.370 0.67
C 1.546 -2.769 3.445 -1.04
C 5.572 -1.121 1.902 -0.55
C -1.569 3.140 -2.674 -0.52
C -1.706 0.201 -3.755 -1.58
C -5.514 4.122 0.091 -0.93
C -0.291 -4.694 -1.442 -0.79
C -4.630 -0.996 -0.743 -0.82
C 4.986 -1.557 -2.986 -0.81
C -0.607 4.054 -0.232 -1.03
C 5.491 -0.429 3.063 -0.83
C -2.918 -2.236 0.413 -0.87
C -4.257 -1.991 0.158 -0.89
C 0.512 -0.314 -4.764 -1.18
C 2.814 -0.537 -3.105 0.53
C 0.533 -2.268 -2.515 0.95
H 0.960 -4.198 0.242 0.51
H -0.900 6.026 -1.020 0.47
H -1.936 -0.861 -3.850 0.53
H 2.040 -6.042 4.637 0.44
H 3.877 0.121 4.491 0.60
H 5.603 -2.439 -2.862 0.46
H 2.794 1.592 -3.471 0.33
H 0.651 2.564 5.585 0.44
H -0.728 -2.785 -4.197 0.33
H -1.802 5.207 -3.180 0.48
H -0.232 4.388 0.727 0.57
H 3.153 -2.641 -2.734 0.38
H -5.942 4.583 -0.791 0.41
H -1.452 -4.916 -3.237 0.45
H 1.656 -2.027 -0.686 0.46
H -2.654 0.732 -3.839 0.77
H -0.616 -5.639 -1.026 0.47
H -0.566 -2.927 3.085 0.46
H -5.881 4.167 3.486 0.41
H 1.373 0.133 -5.258 0.67
H -3.970 0.527 -2.086 0.17
H 6.449 -1.312 1.299 0.48
H -1.996 2.823 -3.610 0.40
H -5.020 -2.576 0.657 0.45
H -0.900 -1.692 -0.040 -0.16
H -5.677 -0.807 -0.946 0.46
H 1.626 1.573 3.347 0.85
H 0.319 -1.278 -5.239 0.49
H -0.386 2.044 0.299 -1.09
H -2.625 -3.016 1.106 0.54
H -0.423 -5.434 3.938 0.44
H -6.815 5.192 1.442 0.38
H 6.342 0.029 3.551 0.42
H 6.651 -0.231 -3.233 0.43
H 0.183 0.651 7.336 0.47
H -1.155 0.596 -5.817 0.49
H -4.102 2.937 -1.020 0.39
H -0.362 1.643 -4.658 0.34
H 5.243 1.777 -3.564 0.44
```